1.
Entry from OMol25: a molecular structure, C44H52F3N3O2P2SnTe in a non-equilibrium geometry (wB97M-V/def2-TZVPD).

Computed properties:
LUMO energy = -4.39 eV
Total charge = +2
Kohn-Sham gap = 7.35 eV
2S+1 = 1

Last column: Löwdin charge in e.
Positions of all 108 atoms, in Å:
Sn -0.579 -0.160 0.330  1.01
N 2.377 -3.180 -0.553  0.19
C 2.604 -4.388 -1.390  -0.29
C 1.922 -4.330 -2.728  -0.10
C 0.407 -4.365 -2.610  -0.40
N -0.130 -3.057 -2.260  0.06
C -0.041 -5.462 -1.716  -0.13
C 0.662 -5.604 -0.397  -0.36
N 0.447 -4.503 0.597  0.04
C 2.174 -5.650 -0.624  -0.10
H 2.124 -2.276 -1.007  0.12
H 3.187 -2.970 0.005  0.15
H 1.544 -3.468 0.071  0.08
H 3.745 -4.492 -1.536  0.18
H 2.206 -5.220 -3.236  0.13
H 2.339 -3.459 -3.240  0.11
H 0.070 -4.620 -3.666  0.16
H -1.138 -3.069 -1.961  0.10
H -0.028 -2.388 -3.007  0.05
H 0.057 -6.478 -2.211  0.16
H -1.136 -5.377 -1.500  0.14
H 0.396 -6.579 0.045  0.15
H 0.569 -4.888 1.575  0.12
H -0.515 -4.122 0.545  0.10
H 2.331 -6.537 -1.242  0.13
H 2.796 -5.767 0.328  0.15
F 0.299 6.905 6.623  0.15
C -0.195 7.159 5.403  -0.61
F 0.362 8.283 4.939  0.16
F -1.498 7.388 5.563  0.16
C 0.033 6.058 4.408  -0.10
C -0.660 6.196 3.211  -0.01
C -0.578 5.215 2.250  -0.02
C 0.069 3.985 2.526  -0.25
C 0.783 3.832 3.689  -0.01
C 0.806 4.904 4.579  0.02
C -0.208 2.864 1.648  -0.11
C -0.430 1.768 1.192  -0.22
H -1.263 7.090 2.994  0.14
H -1.130 5.308 1.329  0.11
H 1.273 2.912 3.945  0.12
H 1.333 4.756 5.509  0.12
C -1.365 -2.310 6.092  -0.42
Te -0.723 -2.730 4.064  1.13
C 1.229 -2.084 4.652  -0.48
C 1.052 -1.630 6.102  -0.31
C 2.193 -1.150 6.763  -0.05
C 2.146 -0.906 8.082  -0.10
C 0.969 -0.940 8.751  -0.07
C -0.114 -1.434 8.079  -0.04
C -0.125 -1.796 6.734  -0.33
H -1.783 -3.204 6.535  0.05
H -2.164 -1.570 6.159  0.06
H 1.694 -1.320 4.019  0.05
H 1.990 -2.911 4.662  0.07
H 3.151 -1.159 6.195  0.13
H 3.099 -0.682 8.540  0.12
H 0.887 -0.672 9.801  0.12
H -1.052 -1.542 8.632  0.13
O -0.410 0.612 -1.678  -0.54
P 0.141 0.870 -3.085  0.86
C 0.519 2.655 -3.345  -0.24
C -0.533 3.639 -3.187  -0.05
C -0.306 4.960 -3.467  -0.08
C 0.950 5.329 -3.845  -0.05
C 2.007 4.397 -3.993  -0.04
C 1.761 3.054 -3.828  -0.09
C -1.014 0.397 -4.327  -0.30
C -2.058 -0.454 -4.008  -0.10
C -3.002 -0.767 -4.966  -0.05
C -2.892 -0.197 -6.247  -0.04
C -1.905 0.733 -6.579  -0.04
C -0.950 0.991 -5.618  -0.06
C 1.681 -0.055 -3.308  -0.30
C 2.089 -0.735 -4.454  -0.02
C 3.441 -1.272 -4.485  -0.03
C 4.226 -1.141 -3.356  -0.07
C 3.762 -0.543 -2.205  -0.08
C 2.514 0.000 -2.216  -0.13
H -1.476 3.300 -2.769  0.09
H -1.129 5.691 -3.355  0.13
H 1.216 6.379 -3.920  0.12
H 2.965 4.720 -4.346  0.11
H 2.547 2.358 -4.091  0.11
H -2.125 -0.854 -3.014  0.08
H -3.804 -1.507 -4.841  0.12
H -3.594 -0.451 -6.978  0.10
H -1.833 1.226 -7.554  0.13
H -0.050 1.639 -5.759  0.13
H 1.464 -0.821 -5.326  0.11
H 3.718 -1.715 -5.397  0.10
H 5.239 -1.481 -3.435  0.12
H 4.489 -0.508 -1.440  0.11
H 2.182 0.621 -1.397  0.11
C -5.168 -0.136 -0.678  -0.15
P -3.751 0.733 0.059  0.59
C -3.423 2.091 -1.092  -0.16
C -4.183 1.455 1.616  -0.16
O -2.629 -0.295 0.159  -0.57
H -6.082 0.473 -0.638  0.07
H -5.352 -1.057 -0.041  0.09
H -4.827 -0.372 -1.714  0.06
H -4.124 2.912 -0.984  0.07
H -3.498 1.689 -2.117  0.06
H -2.365 2.403 -0.852  0.05
H -5.129 2.004 1.426  0.08
H -3.397 2.148 1.977  0.07
H -4.375 0.707 2.416  0.08


2.
Entry from OMol25: 9 unconnected molecules or ions with the total composition C44H53BN10O2S in a non-equilibrium geometry (wB97M-V/def2-TZVPD).

Computed properties:
LUMO energy = -0.27 eV
Total charge = 0
SMILES string = Cc1cccc(C[C@@H](C#N)[C@](S)(C#N)B(O)O)c1.c1cc[nH]c1.c1cc[nH]c1.c1cc[nH]c1.c1cc[nH]c1.c1cc[nH]c1.c1cc[nH]c1.c1cc[nH]c1.c1cc[nH]c1
Kohn-Sham gap = 7.90 eV
2S+1 = 1

Last column: Löwdin charge in e.
Positions of all 111 atoms, in Å:
C -5.901 -1.335 2.120  -0.05
C -4.738 -1.461 1.118  -0.26
C -4.482 -0.335 0.325  -0.05
C -3.421 -0.379 -0.566  -0.07
C -2.664 -1.547 -0.662  -0.07
C -2.916 -2.684 0.084  -0.21
C -2.126 -3.994 -0.034  -0.09
C -0.572 -3.800 -0.058  -0.26
C -0.003 -4.718 1.002  -0.18
N 0.366 -5.552 1.718  0.19
C 0.130 -4.210 -1.395  -0.59
S -0.324 -3.187 -2.847  0.89
C -0.162 -5.624 -1.742  -0.24
N -0.413 -6.693 -2.112  0.21
B 1.737 -4.004 -1.192  -0.70
O 2.259 -3.083 -0.315  0.17
O 2.584 -4.788 -1.956  0.16
C -3.983 -2.618 0.998  0.00
H -5.708 -0.416 2.692  0.08
H -6.843 -1.290 1.559  0.08
H -5.887 -2.190 2.809  0.07
H -5.068 0.583 0.388  0.12
H -3.158 0.456 -1.219  0.11
H -1.835 -1.538 -1.373  0.06
H -2.505 -4.619 -0.858  0.13
H -2.367 -4.549 0.888  0.12
H -0.362 -2.769 0.258  0.14
H 0.421 -2.056 -2.680  -0.07
H 1.722 -2.281 -0.289  0.11
H 2.936 -4.242 -2.670  0.12
H -4.241 -3.462 1.644  0.12
C -1.131 -0.527 -5.281  -0.12
C -0.872 0.603 -6.104  -0.15
C -0.220 0.154 -7.221  -0.13
N -0.071 -1.200 -7.105  0.02
C -0.626 -1.625 -5.931  -0.15
H -1.631 -0.535 -4.325  0.09
H -1.135 1.629 -5.898  0.10
H 0.151 0.679 -8.085  0.12
H 0.376 -1.793 -7.781  0.15
H -0.615 -2.667 -5.660  0.08
C -5.906 0.874 -8.069  -0.12
C -5.523 2.241 -8.033  -0.12
C -4.447 2.340 -7.191  -0.15
N -4.167 1.089 -6.715  0.01
C -5.048 0.190 -7.249  -0.14
H -6.716 0.443 -8.634  0.09
H -5.985 3.057 -8.564  0.09
H -3.858 3.191 -6.890  0.10
H -3.428 0.865 -6.074  0.11
H -4.989 -0.856 -6.999  0.10
C -8.725 -0.136 4.841  -0.11
C -8.409 1.249 4.837  -0.10
C -7.318 1.420 5.646  -0.16
N -6.965 0.194 6.144  0.00
C -7.815 -0.759 5.653  -0.14
H -9.527 -0.618 4.307  0.09
H -8.923 2.029 4.300  0.09
H -6.765 2.306 5.911  0.10
H -6.201 0.020 6.771  0.14
H -7.699 -1.795 5.924  0.11
C 2.641 3.200 -5.456  -0.11
C 2.263 1.883 -5.079  -0.10
C 3.207 1.425 -4.199  -0.14
N 4.142 2.412 -4.032  0.00
C 3.801 3.498 -4.791  -0.14
H 2.120 3.853 -6.136  0.09
H 1.397 1.336 -5.415  0.06
H 3.295 0.486 -3.678  0.10
H 4.952 2.347 -3.443  0.13
H 4.412 4.385 -4.794  0.10
C 8.945 0.851 -1.025  -0.11
C 9.509 1.294 -2.251  -0.10
C 8.752 2.347 -2.692  -0.14
N 7.751 2.555 -1.782  -0.01
C 7.866 1.649 -0.761  -0.15
H 9.294 0.039 -0.408  0.09
H 10.371 0.885 -2.751  0.09
H 8.838 2.963 -3.571  0.11
H 7.043 3.263 -1.851  0.14
H 7.170 1.653 0.062  0.09
C 10.590 1.173 2.415  -0.12
C 10.211 -0.143 2.794  -0.12
C 11.152 -0.601 3.677  -0.14
N 12.087 0.384 3.843  0.00
C 11.749 1.470 3.082  -0.14
H 10.071 1.826 1.733  0.08
H 9.345 -0.690 2.457  0.09
H 11.237 -1.539 4.199  0.11
H 12.895 0.320 4.434  0.14
H 12.362 2.356 3.079  0.10
C -8.403 3.847 10.670  -0.11
C -8.217 4.968 9.818  -0.11
C -7.564 4.525 8.699  -0.14
N -7.344 3.182 8.843  0.00
C -7.858 2.761 10.040  -0.14
H -8.884 3.840 11.634  0.09
H -8.528 5.982 10.005  0.09
H -7.237 5.047 7.815  0.10
H -6.881 2.597 8.174  0.11
H -7.789 1.728 10.338  0.10
C 3.536 -0.847 3.466  -0.11
C 3.473 -1.915 2.530  -0.11
C 4.262 -1.569 1.464  -0.15
N 4.795 -0.334 1.719  0.00
C 4.362 0.111 2.939  -0.14
H 3.035 -0.791 4.418  0.09
H 2.914 -2.831 2.627  0.09
H 4.488 -2.091 0.551  0.10
H 5.410 0.168 1.105  0.12
H 4.676 1.066 3.324  0.10


3.
Entry from OMol25: a molecular structure, C44H53F2FeN8O10PS in a non-equilibrium geometry (wB97M-V/def2-TZVPD).

Computed properties:
LUMO energy (alpha / beta) = -3.28 / -3.28 eV
Total charge = +1
Kohn-Sham gap (alpha / beta) = 4.81 / 5.70 eV
2S+1 = 6
⟨S²⟩ = 8.80

Last column: Löwdin charge in e.
Positions of all 120 atoms, in Å:
Fe 0.721 1.610 -0.890  0.84
C -7.048 -0.266 -0.545  -0.06
C -6.185 -0.075 0.700  -0.18
N -4.763 -0.034 0.362  -0.03
C -4.191 1.176 0.138  0.05
C -2.954 1.347 -0.396  -0.02
C -2.390 2.764 -0.575  -0.63
O -3.197 3.686 -0.600  0.04
O -1.127 2.819 -0.671  -0.09
C -2.208 0.211 -0.809  -0.28
O -1.193 0.285 -1.548  -0.05
C -2.725 -1.073 -0.389  -0.03
C -1.958 -2.221 -0.596  0.12
C -2.476 -3.451 -0.312  -0.18
F -1.733 -4.548 -0.561  0.07
C -3.768 -3.601 0.201  -0.15
C -4.524 -2.460 0.423  0.06
C -4.027 -1.182 0.141  -0.11
N -4.355 -4.863 0.497  -0.09
C -5.446 -5.283 -0.368  -0.13
C -6.316 -6.279 0.386  -0.09
N -5.455 -7.437 0.792  0.06
C -4.310 -6.982 1.648  -0.08
C -3.490 -5.975 0.854  -0.14
H -8.103 -0.306 -0.277  0.08
H -6.785 -1.189 -1.066  0.07
H -6.902 0.566 -1.234  0.08
H -6.372 -0.865 1.425  0.11
H -6.441 0.868 1.177  0.13
H -4.772 2.053 0.394  0.15
H -0.960 -2.116 -1.003  0.12
H -5.508 -2.592 0.850  0.12
H -5.077 -5.746 -1.299  0.14
H -6.047 -4.419 -0.643  0.13
H -7.139 -6.639 -0.228  0.14
H -6.707 -5.817 1.290  0.14
H -5.069 -7.862 -0.055  0.18
H -6.009 -8.145 1.275  0.19
H -3.713 -7.847 1.932  0.14
H -4.720 -6.515 2.541  0.14
H -3.045 -6.473 -0.020  0.13
H -2.677 -5.617 1.482  0.15
C 6.302 0.806 1.520  -0.08
C 6.439 1.366 0.106  -0.26
N 5.689 2.598 -0.099  -0.13
C 6.391 3.870 0.074  -0.21
C 6.219 4.484 1.461  -0.07
C 4.361 2.604 -0.345  -0.68
S 3.542 1.108 -0.626  0.74
N 3.800 3.815 -0.383  0.11
C 2.501 4.034 -0.293  -0.42
O 1.654 3.140 -0.038  -0.15
C 2.047 5.443 -0.427  -0.13
C 0.681 5.701 -0.531  -0.01
C 0.229 7.004 -0.659  -0.07
C 1.135 8.056 -0.676  -0.09
C 2.496 7.802 -0.563  -0.08
C 2.954 6.501 -0.441  -0.02
H 6.828 -0.148 1.585  0.07
H 5.251 0.639 1.755  0.05
H 6.727 1.484 2.260  0.06
H 6.073 0.626 -0.602  0.06
H 7.486 1.574 -0.116  0.11
H 6.007 4.561 -0.675  0.11
H 7.447 3.687 -0.130  0.11
H 5.160 4.634 1.666  0.07
H 6.725 5.450 1.500  0.08
H 6.642 3.840 2.231  0.06
H -0.010 4.868 -0.513  0.09
H -0.833 7.196 -0.743  0.10
H 0.781 9.074 -0.778  0.10
H 3.200 8.624 -0.567  0.10
H 4.010 6.294 -0.347  0.10
O 1.270 -1.258 -2.382  -0.04
C 1.344 -1.384 -1.132  -0.67
O 1.090 -0.500 -0.286  -0.14
C 1.647 -2.759 -0.595  -0.12
C 1.503 -3.011 0.766  0.00
C 1.727 -4.278 1.268  0.01
C 2.098 -5.290 0.393  -0.15
C 2.290 -5.046 -0.960  0.01
C 2.055 -3.776 -1.452  0.00
N 2.237 -6.654 0.897  -0.36
O 2.603 -7.515 0.121  0.08
O 1.964 -6.856 2.066  0.07
H 1.204 -2.197 1.413  0.12
H 1.619 -4.502 2.319  0.12
H 2.607 -5.854 -1.602  0.12
H 2.169 -3.560 -2.504  0.12
F 0.537 0.842 7.858  0.06
C 0.586 0.955 6.518  -0.28
C 1.367 0.064 5.796  -0.02
C 1.409 0.172 4.426  -0.04
C 0.670 1.176 3.739  -0.30
C 0.697 1.274 2.353  0.09
C -0.100 2.074 4.531  -0.03
C -0.145 1.962 5.901  -0.02
H 1.927 -0.698 6.322  0.12
H 2.017 -0.512 3.847  0.11
H 1.288 0.592 1.755  0.04
H 0.157 2.060 1.837  0.06
H -0.655 2.858 4.032  0.11
H -0.733 2.639 6.505  0.12
N -1.465 2.276 -3.595  0.14
C -0.680 1.735 -4.747  -0.17
P 1.039 2.439 -4.515  0.42
O 1.135 3.675 -5.306  -0.30
O 1.196 2.465 -3.002  -0.37
C 2.309 1.204 -5.114  -0.18
N 3.149 0.800 -3.966  0.11
H -0.935 3.031 -3.137  0.13
H -1.502 1.541 -2.829  0.11
H -2.388 2.624 -3.833  0.17
H -1.085 2.116 -5.681  0.10
H -0.704 0.646 -4.738  0.10
H 2.908 1.746 -5.843  0.10
H 1.866 0.333 -5.594  0.10
H 2.665 0.016 -3.413  0.13
H 3.177 1.554 -3.259  0.08
H 4.098 0.539 -4.209  0.16


4.
Entry from OMol25: a molecular structure, C44H53N10Y in a non-equilibrium geometry (wB97M-V/def2-TZVPD).

Computed properties:
LUMO energy (alpha / beta) = -0.84 / -0.86 eV
Total charge = 0
Kohn-Sham gap (alpha / beta) = 4.39 / 3.70 eV
2S+1 = 1

Last column: Löwdin charge in e.
Positions of all 108 atoms, in Å:
Y 0.000 0.000 0.000  1.35
C -5.190 3.551 0.681  -0.09
C -5.314 2.259 -0.113  -0.20
C -4.283 1.265 0.276  -0.11
C -4.343 0.189 1.084  -0.13
C -5.515 -0.276 1.890  -0.19
C -6.029 -1.630 1.423  -0.09
C -3.002 -0.375 1.173  -0.26
C -2.500 -0.944 2.281  0.11
C -1.075 -1.040 2.784  -0.33
C -0.701 -1.853 3.866  -0.22
C -1.593 -2.658 4.759  -0.20
C -2.134 -1.827 5.910  -0.09
C 0.718 -1.842 3.859  -0.19
C 1.074 -1.001 2.794  -0.27
C 2.500 -0.804 2.339  0.09
C 2.999 -0.301 1.199  -0.28
N 2.309 0.043 0.066  -0.03
C 2.865 1.162 -0.296  -0.26
C 2.331 2.222 -1.176  0.03
C 1.072 2.709 -1.115  -0.29
N -0.011 2.407 -0.322  0.02
C -1.115 2.736 -1.073  -0.29
C -2.381 2.263 -1.100  0.02
C -2.892 1.171 -0.243  -0.20
N -2.308 0.054 0.076  0.03
C -0.698 3.752 -2.041  -0.16
C 0.640 3.723 -2.077  -0.17
C 1.545 4.590 -2.896  -0.19
C 1.862 3.986 -4.257  -0.10
C -1.608 4.619 -2.854  -0.20
C -2.273 5.706 -2.020  -0.08
C 4.252 1.312 0.215  -0.12
C 4.314 0.316 1.114  -0.14
C 5.493 -0.061 1.952  -0.19
C 5.596 0.743 3.242  -0.09
C 5.252 2.332 -0.188  -0.20
C 5.977 1.950 -1.470  -0.09
N -0.011 -0.322 2.404  0.02
C 1.630 -2.636 4.741  -0.20
C 2.071 -1.839 5.957  -0.09
H -5.962 4.261 0.367  0.07
H -4.215 4.026 0.530  0.06
H -5.316 3.369 1.753  0.08
H -5.256 2.474 -1.185  0.11
H -6.318 1.847 0.044  0.11
H -6.338 0.445 1.824  0.11
H -5.256 -0.324 2.954  0.11
H -6.328 -1.598 0.370  0.08
H -6.902 -1.925 2.013  0.07
H -5.269 -2.410 1.538  0.07
H -3.207 -1.256 3.037  0.10
H -1.044 -3.517 5.158  0.10
H -2.419 -3.075 4.173  0.11
H -1.322 -1.430 6.529  0.07
H -2.778 -2.440 6.549  0.07
H -2.724 -0.978 5.550  0.07
H 3.202 -1.031 3.129  0.10
H 3.032 2.595 -1.905  0.09
H -3.100 2.655 -1.800  0.10
H 2.475 4.797 -2.353  0.11
H 1.085 5.574 -3.048  0.11
H 2.368 3.020 -4.166  0.07
H 2.520 4.656 -4.821  0.07
H 0.951 3.837 -4.846  0.07
H -2.371 4.015 -3.358  0.11
H -1.055 5.104 -3.666  0.10
H -2.908 5.283 -1.236  0.06
H -2.903 6.335 -2.657  0.07
H -1.525 6.350 -1.544  0.08
H 6.414 0.087 1.375  0.11
H 5.465 -1.133 2.184  0.11
H 5.686 1.815 3.037  0.07
H 6.482 0.434 3.806  0.07
H 4.723 0.596 3.885  0.07
H 5.996 2.463 0.606  0.11
H 4.773 3.310 -0.307  0.11
H 6.514 1.003 -1.353  0.08
H 6.708 2.722 -1.733  0.07
H 5.284 1.844 -2.311  0.07
H 2.506 -2.960 4.168  0.11
H 1.128 -3.553 5.064  0.10
H 2.608 -0.930 5.667  0.07
H 2.738 -2.441 6.582  0.07
H 1.213 -1.540 6.568  0.07
N 0.014 -3.090 2.053  0.16
C -0.028 -3.341 0.696  -0.37
N -0.128 -4.599 0.310  0.19
C -0.178 -4.776 -0.996  -0.45
N -0.252 -6.076 -1.456  0.14
N -0.128 -3.814 -1.902  0.16
C -0.050 -2.557 -1.440  -0.20
N 0.000 -2.300 -0.113  0.08
C -0.018 -1.478 -2.561  -0.13
C -0.016 -1.915 -3.899  -0.01
C 0.005 -1.003 -4.958  -0.04
C 0.024 0.355 -4.689  -0.03
C 0.021 0.748 -3.368  -0.07
N 0.000 -0.113 -2.327  0.03
H -0.441 -3.836 2.561  0.13
H -0.302 -2.147 2.235  -0.02
H 0.110 -6.710 -0.756  0.10
H 0.139 -6.146 -2.384  0.10
H -0.034 -2.975 -4.137  0.11
H 0.004 -1.360 -5.984  0.11
H 0.041 1.088 -5.488  0.11
H 0.036 1.800 -3.095  0.09
H 1.184 1.184 1.184  0.05


Number 1: E_tot -94880.5010 eV. Number 2: E_tot -76994.4646 eV. Number 3: E_tot -138825.4536 eV. Number 4: E_tot -62429.0620 eV.